This record from the Open Molecules 2025 dataset describes C15H14BBrO3 as an isolated structure at a distorted geometry. The level of theory is wB97M-V/def2-TZVPD.

The calculation puts the energy relative to the best compared isomer or geometry (same formula, charge and spin) at 140.2 kJ/mol. As for the HOMO energy: -8.7359 eV. For the frontier orbital gap, the calculation gives 9.38 eV. As for the net charge: 0. Its max |F| is 0.073 hartree/bohr.

XYZ file:
```
34
Properties=species:S:1:pos:R:3:forces:R:3:lowdin_charge:R:1
Br 1.0677 3.3632 3.0775 0.21 0.20 0.83 0.8283
O 2.1057 -2.0188 -0.5216 -3.24 1.43 1.21 0.0936
O 2.0244 2.3630 0.5539 0.49 -0.17 -0.20 -0.0864
O 0.9858 -0.5180 1.0626 1.27 -0.69 -1.60 0.1729
B 0.9084 -1.4820 0.0763 -0.56 -2.22 0.78 -0.5185
C -2.8161 -3.2844 -1.1625 -0.12 2.10 -0.85 -0.0753
C -2.0874 3.0608 0.3961 1.69 0.37 0.75 -0.0726
C -1.4031 2.6195 -0.7451 0.08 0.47 0.26 -0.0740
C -1.9702 -4.0108 -0.3573 -0.55 0.28 -1.16 -0.1042
C -2.5553 -1.8777 -1.3540 -0.38 -1.66 1.74 -0.0621
C -1.3352 3.3705 1.5534 0.79 -0.77 -1.88 -0.0990
C 0.0048 2.4906 -0.7705 -1.45 0.74 1.16 -0.0126
C -0.8552 -3.4112 0.2035 2.11 -0.99 -0.36 -0.0385
C -1.4656 -1.3139 -0.7242 0.86 1.11 -1.01 -0.0510
C 0.0429 3.1061 1.5525 -1.11 0.23 -0.36 -0.6210
C 0.7093 2.6725 0.4044 -0.67 -0.63 0.97 -0.3457
C -0.5066 -2.0862 -0.0527 -0.92 -0.61 -0.90 -0.0838
C 3.1059 -1.2494 0.0985 1.28 -1.02 1.07 -0.1143
C 2.4644 1.1192 0.0118 0.57 0.38 -0.08 -0.1289
C 2.3199 -0.1223 0.8940 2.43 2.03 0.36 -0.2328
H -3.5819 -3.8194 -1.7412 0.18 0.50 0.38 0.1032
H -3.1334 3.3271 0.4319 -0.13 -0.38 -0.39 0.0998
H -2.0117 2.4566 -1.6188 0.22 -0.03 -0.41 0.0980
H -2.1342 -5.0615 -0.5073 0.38 -0.57 1.03 0.0992
H -3.2203 -1.1703 -1.7821 -0.70 0.00 -0.94 0.0853
H -1.8187 3.8313 2.3716 -0.26 0.20 0.94 0.0870
H 0.6092 2.4550 -1.6307 0.14 -0.70 -1.33 0.1096
H -0.0491 -4.0905 0.5648 -0.78 0.58 0.14 0.1275
H -1.2199 -0.2430 -0.9841 -0.39 -1.13 0.57 0.1140
H 3.7664 -0.9254 -0.6990 0.04 0.88 0.01 0.1197
H 3.7723 -1.9780 0.6595 -0.91 1.06 0.13 0.1483
H 3.5402 1.2149 -0.1777 -0.20 0.29 0.13 0.1419
H 1.9985 0.9812 -0.9423 -0.36 -0.38 -0.72 0.1215
H 2.7381 0.2312 1.8589 -0.04 -0.88 -0.25 0.1709
```
Forces are in eV/Å.